Entry 1:
Below is one molecule with the formula C5H10O, with properties calculated with ωB97M-V/def2-TZVPD.

Positions of all 16 atoms, in Å:
C (-1.21, -0.96, -0.33)
C (-0.18, 0.35, -0.30)
C (-0.90, 1.52, 0.32)
C (1.08, -0.03, 0.52)
C (2.13, -0.75, -0.21)
O (1.93, -1.25, -1.30)
H (-1.97, -0.63, -1.02)
H (-1.70, -1.22, 0.64)
H (-0.74, -1.89, -0.72)
H (0.10, 0.44, -1.34)
H (-0.32, 2.44, 0.23)
H (-1.87, 1.65, -0.17)
H (-1.08, 1.35, 1.39)
H (1.33, 0.49, 1.45)
H (0.21, -0.78, 0.58)
H (3.09, -0.89, 0.32)

## Properties
SMILES: CC(C)CC=O
ΔE to the lowest compared entry with this formula, charge and spin: 254.9 kJ/mol
Multiplicity: 1
Lowest unoccupied orbital energy: 0.98 eV
Orbital gap: 10.512 eV

Entry 2:
Below is one molecule with the formula C5H10O, with properties calculated with ωB97M-V/def2-TZVPD.

Positions of all 16 atoms, in Å:
C (0.01, -1.32, 0.97)
C (0.43, -0.12, 0.12)
C (1.93, -0.14, -0.20)
C (-0.48, 0.45, -0.94)
C (-1.91, 0.56, -0.71)
O (-1.15, 1.65, -0.28)
H (-1.07, -1.32, 1.18)
H (0.52, -1.23, 1.94)
H (0.28, -2.29, 0.55)
H (0.17, 0.79, 0.69)
H (2.49, 0.04, 0.72)
H (2.20, 0.65, -0.91)
H (2.28, -1.09, -0.61)
H (-0.05, 0.71, -1.90)
H (-2.55, 0.80, -1.55)
H (-2.36, -0.07, 0.06)

## Properties
SMILES: CC(C)[C@H]1CO1
ΔE to the lowest compared entry with this formula, charge and spin: 210.5 kJ/mol
Multiplicity: 1
Lowest unoccupied orbital energy: 1.04 eV
Orbital gap: 10.866 eV

Entry 3:
Below is one molecule with the formula C5H10O, with properties calculated with ωB97M-V/def2-TZVPD.

Positions of all 16 atoms, in Å:
C (0.33, -1.13, 1.39)
O (-0.49, 0.29, 1.46)
C (-1.27, 0.64, 0.28)
C (-0.33, 0.86, -0.91)
C (1.06, 0.57, -0.42)
C (0.38, -0.33, -1.47)
H (1.08, -0.99, 2.17)
H (-0.50, -1.75, 1.67)
H (0.86, -1.55, 0.51)
H (-1.82, 1.58, 0.48)
H (-2.01, -0.15, 0.15)
H (-0.54, 1.70, -1.55)
H (1.92, 1.11, -0.79)
H (0.65, 0.72, 0.85)
H (0.68, -0.23, -2.52)
H (0.00, -1.34, -1.28)

## Properties
SMILES: COCC1CC1
ΔE to the lowest compared entry with this formula, charge and spin: 488.4 kJ/mol
Multiplicity: 1
Lowest unoccupied orbital energy: 1.07 eV
Orbital gap: 9.719 eV

Entry 4:
Below is C5H10O as an isolated structure, with properties calculated with ωB97M-V/def2-TZVPD.

Positions of all 16 atoms, in Å:
C (-1.74, 0.67, -0.70)
C (-0.49, 0.13, -0.08)
C (-0.57, -0.22, 1.40)
C (0.69, -0.21, -0.85)
O (0.61, 1.11, -1.21)
C (1.97, -0.48, -0.08)
H (-1.62, 0.69, -1.78)
H (-1.81, 1.71, -0.36)
H (-2.65, 0.16, -0.38)
H (0.48, -0.99, -1.58)
H (-0.09, 0.53, 2.02)
H (-0.06, -1.18, 1.60)
H (-1.61, -0.33, 1.74)
H (1.92, -1.43, 0.45)
H (2.79, -0.51, -0.80)
H (2.18, 0.34, 0.62)

## Properties
ΔE to the lowest compared entry with this formula, charge and spin: 280.0 kJ/mol
Multiplicity: 1
Lowest unoccupied orbital energy: 0.56 eV
Orbital gap: 9.648 eV

Entry 5:
Below is one molecule with the formula C5H10O, with properties calculated with ωB97M-V/def2-TZVPD.

Positions of all 16 atoms, in Å:
O (0.81, -1.21, 1.39)
C (0.33, -1.10, 0.05)
C (1.02, 0.05, -0.70)
C (0.16, 1.31, -0.46)
C (-1.02, 0.85, 0.43)
C (-1.12, -0.65, 0.15)
H (1.76, -1.39, 1.34)
H (0.43, -2.06, -0.48)
H (2.05, 0.17, -0.35)
H (1.09, -0.18, -1.77)
H (-0.22, 1.70, -1.41)
H (0.73, 2.13, 0.01)
H (-0.78, 1.00, 1.49)
H (-1.94, 1.40, 0.23)
H (-1.68, -1.21, 0.90)
H (-1.61, -0.82, -0.82)

## Properties
SMILES: OC1CCCC1
ΔE to the lowest compared entry with this formula, charge and spin: 11.6 kJ/mol
Multiplicity: 1
Lowest unoccupied orbital energy: 0.99 eV
Orbital gap: 11.118 eV

Entry 6:
Below is one molecule with the formula C5H10O, with properties calculated with ωB97M-V/def2-TZVPD.

Positions of all 16 atoms, in Å:
C (1.35, -0.37, 1.10)
C (0.89, 0.01, -0.30)
C (0.18, -1.07, -1.06)
C (-0.57, 0.17, -0.61)
C (-1.30, 0.61, 0.64)
O (-0.83, 1.01, -1.71)
H (2.38, -0.73, 1.03)
H (1.32, 0.45, 1.83)
H (0.76, -1.19, 1.52)
H (1.48, 0.76, -0.82)
H (0.37, -1.05, -2.13)
H (0.11, -2.06, -0.62)
H (-2.23, 1.13, 0.42)
H (-0.65, 1.37, 1.11)
H (-1.47, -0.17, 1.38)
H (-1.79, 1.12, -1.79)

## Properties
SMILES: C[C@H]1C[C@]1(C)O
ΔE to the lowest compared entry with this formula, charge and spin: 156.2 kJ/mol
Multiplicity: 1
Lowest unoccupied orbital energy: 1.02 eV
Orbital gap: 10.075 eV

Entry 7:
Below is one molecule with the formula C5H10O, with properties calculated with ωB97M-V/def2-TZVPD.

Positions of all 16 atoms, in Å:
C (-2.13, 0.10, -0.64)
C (-0.92, 0.21, 0.30)
O (-1.12, 0.24, 1.50)
C (0.53, 0.11, -0.19)
C (1.07, -1.28, 0.21)
C (1.43, 1.19, 0.42)
H (-2.80, 0.97, -0.57)
H (-1.90, -0.06, -1.69)
H (-2.73, -0.75, -0.28)
H (0.56, 0.19, -1.28)
H (0.40, -2.09, -0.08)
H (1.21, -1.33, 1.30)
H (2.04, -1.45, -0.27)
H (1.37, 1.17, 1.52)
H (1.18, 2.20, 0.08)
H (2.48, 1.00, 0.14)

## Properties
SMILES: CC(=O)C(C)C
ΔE to the lowest compared entry with this formula, charge and spin: 14.5 kJ/mol
Multiplicity: 1
Lowest unoccupied orbital energy: 1.02 eV
Orbital gap: 10.545 eV

Entry 8:
Below is C5H10O as an isolated structure, with properties calculated with ωB97M-V/def2-TZVPD.

Positions of all 16 atoms, in Å:
C (-0.08, 1.82, 0.90)
C (0.11, 0.75, -0.02)
O (1.95, 0.60, 0.46)
C (-0.39, -0.62, 0.25)
C (-1.36, -1.20, -0.75)
C (0.02, -1.76, -0.63)
H (-0.68, 1.61, 1.79)
H (-0.18, 2.82, 0.49)
H (1.29, 1.47, 1.05)
H (0.27, 0.97, -1.07)
H (2.51, 1.03, -0.21)
H (-0.57, -0.83, 1.30)
H (-2.20, -1.78, -0.36)
H (-1.60, -0.61, -1.63)
H (0.74, -1.54, -1.41)
H (0.15, -2.73, -0.16)

## Properties
ΔE to the lowest compared entry with this formula, charge and spin: 378.3 kJ/mol
Multiplicity: 1
Lowest unoccupied orbital energy: 1.06 eV
Orbital gap: 9.368 eV

Entry 9:
Below is one molecule with the formula C5H10O, with properties calculated with ωB97M-V/def2-TZVPD.

Positions of all 16 atoms, in Å:
C (-2.01, -0.15, 0.69)
C (-0.74, 0.27, -0.04)
O (-0.96, 1.61, -0.48)
C (0.49, 0.17, 0.84)
C (1.33, -1.07, 0.83)
C (1.87, 0.20, 0.24)
H (-2.05, 0.31, 1.68)
H (-2.04, -1.23, 0.82)
H (-2.89, 0.17, 0.12)
H (-0.60, -0.38, -0.92)
H (-0.24, 1.83, -1.09)
H (0.38, 0.67, 1.80)
H (1.74, -1.43, 1.77)
H (1.06, -1.87, 0.14)
H (1.97, 0.26, -0.84)
H (2.64, 0.74, 0.79)

## Properties
SMILES: C[C@@H](O)C1CC1
ΔE to the lowest compared entry with this formula, charge and spin: 94.2 kJ/mol
Multiplicity: 1
Lowest unoccupied orbital energy: 1.03 eV
Orbital gap: 11.174 eV

Entry 10:
Below is one molecule with the formula C5H10O, with properties calculated with ωB97M-V/def2-TZVPD.

Positions of all 16 atoms, in Å:
C (-0.91, -0.95, -1.19)
C (-0.10, 0.31, -1.05)
C (-0.46, 1.43, -0.14)
C (0.57, 0.56, 0.44)
C (0.28, -0.54, 1.41)
O (1.86, 1.10, 0.45)
H (-1.97, -0.87, -0.91)
H (-0.82, -1.43, -2.17)
H (-0.48, -1.69, -0.45)
H (0.61, 0.50, -1.85)
H (-0.14, 2.43, -0.42)
H (-1.44, 1.39, 0.32)
H (-0.67, -0.43, 1.96)
H (1.08, -0.76, 2.12)
H (0.10, -1.47, 0.78)
H (2.49, 0.41, 0.71)

## Properties
SMILES: C[C@H]1C[C@]1(C)O
ΔE to the lowest compared entry with this formula, charge and spin: 178.8 kJ/mol
Multiplicity: 1
Lowest unoccupied orbital energy: 0.99 eV
Orbital gap: 9.362 eV

Entry 11:
Below is a 2-piece molecular cluster, C5H10O overall, with properties calculated with ωB97M-V/def2-TZVPD.

Positions of all 16 atoms, in Å:
C (-1.25, -0.18, -1.95)
C (-0.45, 0.03, -0.91)
C (-0.15, -0.97, 0.17)
C (-0.96, -0.72, 1.45)
H (-1.74, -1.14, -2.10)
H (-1.44, 0.60, -2.68)
H (0.03, 1.01, -0.82)
H (-0.37, -1.98, -0.20)
H (0.93, -0.95, 0.40)
H (-2.03, -0.77, 1.24)
H (-0.75, 0.27, 1.88)
H (-0.73, -1.47, 2.21)
C (2.23, 1.58, 0.33)
O (2.88, 0.72, -0.22)
H (1.62, 1.36, 1.23)
H (2.20, 2.62, -0.04)

## Properties
SMILES: C=CCC.C=O
ΔE to the lowest compared entry with this formula, charge and spin: 170.1 kJ/mol
Multiplicity: 1
Lowest unoccupied orbital energy: 0.71 eV
Orbital gap: 10.408 eV

Entry 12:
Below is one molecule with the formula C5H10O, with properties calculated with ωB97M-V/def2-TZVPD.

Positions of all 16 atoms, in Å:
O (-1.78, -0.07, 0.86)
C (-1.11, 0.23, -0.36)
C (-0.23, -0.97, -0.69)
C (0.75, -0.87, 0.53)
C (1.23, 0.57, 0.30)
C (-0.05, 1.32, -0.18)
H (-1.65, -1.02, 0.99)
H (-1.88, 0.49, -1.10)
H (-0.82, -1.87, -0.91)
H (0.37, -0.78, -1.59)
H (1.53, -1.63, 0.59)
H (0.24, -0.88, 1.51)
H (1.70, 1.07, 1.15)
H (1.98, 0.52, -0.51)
H (-0.40, 2.08, 0.53)
H (0.13, 1.82, -1.14)

## Properties
SMILES: OC1CCCC1
ΔE to the lowest compared entry with this formula, charge and spin: 53.8 kJ/mol
Multiplicity: 1
Lowest unoccupied orbital energy: 1.05 eV
Orbital gap: 11.064 eV

Number 8 is which compound? C5H10O

What is the multiplicity in the twelfth record? 1

What did the second record say?
Below is one molecule with the formula C5H10O, with properties calculated with ωB97M-V/def2-TZVPD.

Positions of all 16 atoms, in Å:
C (0.01, -1.32, 0.97)
C (0.43, -0.12, 0.12)
C (1.93, -0.14, -0.20)
C (-0.48, 0.45, -0.94)
C (-1.91, 0.56, -0.71)
O (-1.15, 1.65, -0.28)
H (-1.07, -1.32, 1.18)
H (0.52, -1.23, 1.94)
H (0.28, -2.29, 0.55)
H (0.17, 0.79, 0.69)
H (2.49, 0.04, 0.72)
H (2.20, 0.65, -0.91)
H (2.28, -1.09, -0.61)
H (-0.05, 0.71, -1.90)
H (-2.55, 0.80, -1.55)
H (-2.36, -0.07, 0.06)

## Properties
SMILES: CC(C)[C@H]1CO1
ΔE to the lowest compared entry with this formula, charge and spin: 210.5 kJ/mol
Multiplicity: 1
Lowest unoccupied orbital energy: 1.04 eV
Orbital gap: 10.866 eV

Which of these has the lowest lowest unoccupied orbital energy? number 4